# 1
C5H12NO | ωB97M-V with the def2-TZVPD basis set

Structure (XYZ):
```
19
Properties=species:S:1:pos:R:3:mulliken_charge:R:1
C 2.433 -1.699 0.865 -0.44
O 3.660 -1.122 0.866 -0.91
C 1.309 -0.630 0.878 -0.54
C -0.040 -0.930 0.212 -0.78
C -0.611 0.231 -0.616 -0.21
C -2.321 1.882 -0.824 -1.01
N -1.286 1.138 0.306 -0.60
H 2.303 -2.367 1.763 0.14
H 2.304 -2.351 -0.036 0.15
H 1.261 -0.193 1.857 0.33
H 1.761 0.154 0.258 0.19
H -0.811 -1.076 0.967 0.29
H 0.021 -1.836 -0.396 0.37
H 0.206 0.734 -1.139 0.34
H -1.208 -0.185 -1.434 0.36
H -1.751 2.490 -1.562 0.32
H -2.736 1.091 -1.435 0.32
H -3.168 2.529 -0.574 0.33
H -1.326 2.141 0.042 0.33
```

The value obtained for the highest occupied orbital energy is -0.0700 Eh. Its total charge is -1. The total energy comes out at -8912.8622 eV.

***

# 2
C5H12NO | ωB97M-V with the def2-TZVPD basis set

Structure (XYZ):
```
19
Properties=species:S:1:pos:R:3:mulliken_charge:R:1
C -3.207 0.128 -0.053 -0.35
O -3.658 1.049 0.815 -0.85
C -1.634 -0.016 0.008 -0.58
C -0.791 -0.953 -0.877 -0.71
C 0.586 -1.093 -0.220 0.06
C 3.424 1.177 0.854 -1.12
N 1.757 -0.869 -0.897 -0.76
H -3.412 -1.004 0.072 0.09
H -3.532 0.323 -1.159 0.12
H -1.397 -0.005 1.125 0.34
H -1.233 0.994 -0.212 0.30
H -1.452 -1.845 -0.972 0.33
H -0.618 -0.719 -1.861 0.38
H 0.597 -1.672 0.706 0.41
H 0.982 0.088 -0.693 0.23
H 2.703 1.765 1.434 0.25
H 4.176 0.757 1.490 0.31
H 2.949 0.305 0.488 0.27
H 3.758 1.589 -0.048 0.28
```

The value obtained for the highest occupied orbital energy is -0.1006 Eh. Its total charge is -1. The total energy comes out at -8912.2381 eV.

***

# 3
C5H12NO | ωB97M-V with the def2-TZVPD basis set

Structure (XYZ):
```
19
Properties=species:S:1:pos:R:3:mulliken_charge:R:1
C -0.341 1.761 2.127 -1.11
C 0.160 0.671 1.201 -0.31
N -0.097 1.058 -0.221 -0.45
C 0.632 0.242 -1.206 -0.82
C 0.706 -1.275 -1.018 -0.48
C -0.737 -1.816 -1.234 -0.38
O -1.204 -1.669 -2.486 -0.88
H -1.428 1.863 2.070 0.27
H 0.092 2.722 1.757 0.31
H 0.124 1.723 3.207 0.29
H 1.213 0.464 1.411 0.34
H -0.318 -0.329 1.342 0.25
H -1.100 0.914 -0.445 0.36
H 1.608 0.740 -1.408 0.31
H 0.105 0.361 -2.178 0.39
H 1.038 -1.611 0.008 0.22
H 1.563 -1.603 -1.689 0.37
H -1.367 -1.343 -0.460 0.11
H -0.648 -2.873 -0.778 0.21
```

The value obtained for the highest occupied orbital energy is -0.0870 Eh. Its total charge is -1. The structure (SMILES) is CCNCCC[O-]. The total energy comes out at -8915.9632 eV.

***

# 4
C5H12NO | ωB97M-V with the def2-TZVPD basis set

Structure (XYZ):
```
19
Properties=species:S:1:pos:R:3:mulliken_charge:R:1
C 1.665 0.767 0.854 -1.44
C 0.643 1.008 -0.268 0.36
C 0.537 -0.214 -1.171 -0.84
N -0.325 -1.308 -0.578 -0.08
C -1.133 -0.839 0.601 -0.70
C -1.641 0.534 0.279 -0.41
O -0.603 1.473 0.231 -0.41
H 2.646 1.008 0.467 0.40
H 1.457 1.392 1.710 0.36
H 1.679 -0.278 1.141 0.37
H 1.030 1.801 -0.895 0.44
H 0.187 0.011 -2.167 0.36
H 1.534 -0.614 -1.285 0.41
H 0.255 -2.100 -0.296 0.37
H -0.968 -1.665 -1.286 0.37
H -1.933 -1.536 0.811 0.43
H -0.484 -0.787 1.463 0.30
H -2.341 0.836 1.048 0.40
H -2.204 0.512 -0.658 0.30
```

The value obtained for the highest occupied orbital energy is -0.5217 Eh. Its total charge is +1. The structure (SMILES) is C[C@H]1C[NH2+]CCO1. The total energy comes out at -8909.9960 eV.

***

# 5
C5H12NO | ωB97M-V with the def2-TZVPD basis set

Structure (XYZ):
```
19
Properties=species:S:1:pos:R:3:mulliken_charge:R:1
C -1.520 3.009 0.658 -1.21
C -2.006 1.720 0.000 -0.29
C -0.869 0.964 -0.610 -0.42
C -0.640 -0.353 -0.562 -0.06
N 0.614 -0.814 -1.034 -0.04
C 1.464 -1.753 -0.897 -0.01
H -2.272 3.675 1.085 0.34
H -0.787 2.799 1.442 0.34
H -1.004 3.702 -0.019 0.33
H -2.401 1.163 0.849 0.29
H -2.699 1.829 -0.819 0.30
H -0.322 1.509 -1.390 0.30
H -1.235 -1.072 -0.014 0.38
H 1.035 -0.022 -1.522 0.24
H 1.456 -2.644 -0.274 0.23
H 2.447 -1.610 -1.336 0.26
H 2.449 -4.614 1.301 0.32
H 3.372 -3.693 1.991 0.32
O 2.919 -3.795 1.151 -0.64
```

The value obtained for the highest occupied orbital energy is -0.5275 Eh. Its total charge is +1. The total energy comes out at -8908.8959 eV.

***

# 6
C5H12NO | ωB97M-V with the def2-TZVPD basis set

Structure (XYZ):
```
19
Properties=species:S:1:pos:R:3:mulliken_charge:R:1
O 0.717 -1.091 0.293 -0.34
C 0.503 -0.930 -0.975 0.11
C -0.788 -0.374 -1.728 -0.14
C -1.755 0.401 -0.791 -0.55
C -0.902 1.664 -0.482 -0.46
C -0.679 2.838 -1.548 -1.10
N -0.785 -2.011 -1.697 -0.23
H 1.337 -1.108 -1.610 0.45
H -0.755 -0.098 -2.813 0.48
H -1.981 -0.148 0.018 0.46
H -2.695 0.656 -1.294 0.34
H -1.037 2.092 0.520 0.43
H 0.107 1.314 -0.335 0.26
H -0.595 2.455 -2.566 0.26
H 0.070 3.642 -1.334 0.35
H -1.632 3.373 -1.788 0.34
H -1.741 -2.205 -2.001 0.35
H 14.839 -4.061 27.628 0.00
H 15.567 -4.703 28.254 0.00
```

The value obtained for the highest occupied orbital energy is -0.4752 Eh. Its total charge is +1. The total energy comes out at -8899.1425 eV.

***

# 7
C5H12NO | ωB97M-V with the def2-TZVPD basis set

Structure (XYZ):
```
19
Properties=species:S:1:pos:R:3:mulliken_charge:R:1
C 2.935 0.460 1.302 -1.06
C 1.569 1.117 1.369 -0.53
C 0.498 0.062 1.280 -0.39
C -0.407 0.001 0.313 -0.03
N -1.312 -1.108 0.268 -0.02
C -1.823 -1.532 -0.837 0.14
H 3.732 1.146 1.596 0.32
H 3.214 0.122 0.309 0.32
H 2.956 -0.346 2.032 0.32
H 1.393 1.642 0.406 0.25
H 1.344 1.914 2.079 0.40
H 0.491 -0.590 2.159 0.30
H -0.823 0.847 -0.230 0.38
H -1.270 -1.786 1.029 0.31
H -1.934 -0.728 -1.570 0.03
H -2.424 -2.424 -0.967 0.30
H -2.060 0.115 -3.729 0.33
H -3.362 0.690 -3.730 0.31
O -2.718 0.395 -3.079 -0.65
```

The value obtained for the highest occupied orbital energy is -0.5250 Eh. Its total charge is +1. The total energy comes out at -8908.7033 eV.